# 1
Here is a 6-piece molecular cluster, C3H20NO5S2 overall from the Open Molecules 2025 dataset. Energies are from ωB97M-V/def2-TZVPD.

Atoms and positions in Å:
N (1.27270, -0.83796, 0.54263)
C (1.69542, 0.22031, -0.57123)
C (0.51091, 0.82054, -1.34278)
S (0.14565, 0.28629, -3.10295)
S (-1.84388, -0.38574, -3.12001)
C (-3.01271, 1.00735, -2.77448)
H (2.03919, -1.24707, 1.16752)
H (0.82678, -1.66773, 0.23424)
H (0.50793, -0.35223, 1.24388)
H (2.29083, -0.33941, -1.39379)
H (2.48773, 0.85962, -0.03115)
H (-0.29882, 1.27759, -0.85923)
H (0.97422, 1.95647, -1.54824)
H (-2.78425, 1.50437, -1.92755)
H (-4.02414, 0.54078, -2.40385)
H (-3.27032, 1.55713, -3.71854)
H (-2.12185, -0.96075, 3.04813)
H (-1.10144, -2.03109, 2.78807)
O (-1.17702, -1.05630, 2.74182)
H (-0.25340, 4.01975, 0.78582)
H (0.32693, 5.11840, -0.15704)
O (0.47965, 4.23800, 0.12574)
H (2.75972, 1.90925, 3.12801)
H (1.46436, 2.61871, 2.60408)
O (2.05717, 1.93515, 2.45419)
H (-0.35920, -4.08882, 1.47827)
H (0.49216, -4.51705, 2.57304)
O (0.02604, -3.71982, 2.24386)
H (-0.81825, -3.08262, -1.20947)
H (0.56247, -2.69877, -1.90189)
O (0.14544, -2.88434, -1.09710)

Properties
energy: -1353.331528 hartree
total charge: +1
F_max: 0.104 hartree/bohr
HOMO level: -11.66 eV

# 2
Here is an isolated ion of composition C5H9N and charge -1 from the Open Molecules 2025 dataset. Energies are from ωB97M-V/def2-TZVPD.

Atoms and positions in Å:
C (-0.52396, -0.88863, -2.08659)
N (0.61045, -1.16194, 0.78833)
C (0.26250, 0.02891, 0.14646)
C (-0.22635, 0.17755, -1.11099)
C (-0.12594, 1.35299, 2.05829)
C (0.55675, 1.24721, 0.91974)
H (-0.28328, -0.53008, -3.05182)
H (-1.53132, -1.23339, -2.07313)
H (0.12057, -1.70795, -1.81278)
H (-0.15546, -1.85874, 0.73670)
H (1.08239, -0.97797, 1.61132)
H (-0.32924, 1.15042, -1.78164)
H (-0.97388, 0.50454, 2.21352)
H (-0.03703, 2.16636, 2.74415)
H (1.55379, 1.73072, 0.69843)

Properties
energy: -250.524266 hartree
total charge: -1
2S+1: 2
F_max: 0.091 hartree/bohr
HOMO level (spin up / spin down): 1.35 / -3.08 eV

# 3
Here is one molecule with the formula C23H33NO2S from the Open Molecules 2025 dataset. Energies are from ωB97M-V/def2-TZVPD.

Atoms and positions in Å:
C (0.14369, -0.52420, -4.63727)
O (-0.03371, -0.36937, -3.25181)
C (-1.23212, -0.71168, -2.68346)
C (-2.27721, -1.23163, -3.43784)
C (-3.46274, -1.62343, -2.84275)
C (-3.60235, -1.51303, -1.47627)
C (-2.56733, -0.98136, -0.72466)
C (-1.37797, -0.54059, -1.29033)
C (-0.25652, 0.04337, -0.43916)
C (0.93447, -0.94255, -0.45101)
C (0.61891, -2.39083, -0.02558)
N (0.65646, -2.72350, 1.37995)
C (1.94320, -2.69097, 2.05514)
C (1.91664, -3.71956, 3.19190)
C (2.31779, -1.34126, 2.59814)
C (3.35321, -0.53284, 2.24334)
C (3.37740, 0.69092, 2.95237)
C (2.35920, 0.79658, 3.84020)
S (1.35340, -0.59841, 3.83726)
C (-0.67259, 0.36514, 1.00619)
C (-1.64817, 1.54363, 1.07688)
O (-1.13759, 2.69951, 0.46433)
C (-0.84004, 2.47136, -0.90375)
C (-0.41199, 3.81664, -1.51120)
C (-1.51618, 4.85086, -1.29683)
C (-0.09744, 3.69394, -3.00018)
C (0.23585, 1.38927, -1.01565)
H (1.16159, -0.19115, -4.83813)
H (-0.55460, 0.09631, -5.20830)
H (0.04151, -1.56972, -4.94546)
H (-2.17334, -1.34426, -4.50508)
H (-4.26017, -2.02320, -3.45093)
H (-4.50900, -1.83614, -0.98781)
H (-2.70959, -0.92338, 0.34144)
H (1.72700, -0.54697, 0.18598)
H (1.31712, -0.97382, -1.47126)
H (-0.37535, -2.66526, -0.39035)
H (1.34155, -3.05360, -0.51336)
H (-0.03315, -2.20897, 1.91381)
H (2.70599, -2.98657, 1.32476)
H (2.88248, -3.76038, 3.68941)
H (1.15638, -3.44582, 3.91954)
H (1.67663, -4.69934, 2.78997)
H (4.07986, -0.79959, 1.49558)
H (4.12017, 1.45388, 2.80122)
H (2.12808, 1.60587, 4.50362)
H (-1.10951, -0.49327, 1.51483)
H (0.22978, 0.65229, 1.54990)
H (-1.83064, 1.81712, 2.11986)
H (-2.60775, 1.27806, 0.60744)
H (-1.75578, 2.12197, -1.41511)
H (0.48339, 4.14902, -0.97650)
H (-1.19205, 5.82987, -1.64238)
H (-2.41042, 4.56661, -1.84812)
H (-1.76396, 4.91379, -0.24167)
H (0.79537, 3.10032, -3.17514)
H (-0.93115, 3.23091, -3.52456)
H (0.06685, 4.68234, -3.42361)
H (0.53633, 1.26351, -2.04921)
H (1.10468, 1.71645, -0.43884)

Properties
energy: -1499.615524 hartree
total charge: 0
F_max: 0.012 hartree/bohr
HOMO level: -8.30 eV

# 4
Here is one molecule with the formula C6H10O from the Open Molecules 2025 dataset. Energies are from ωB97M-V/def2-TZVPD.

Atoms and positions in Å:
C (-2.18063, 0.17186, 0.11576)
C (-0.67553, 0.19827, 0.30055)
C (-0.00500, -1.12353, -0.06455)
C (1.52642, -0.99240, 0.00766)
C (2.16456, 0.33309, -0.20009)
C (1.21685, 1.43709, -0.36463)
O (-0.17237, 1.22623, -0.53760)
H (-2.63797, -0.60171, 0.74187)
H (-2.42034, -0.03881, -0.93172)
H (-2.61567, 1.14072, 0.37743)
H (-0.43787, 0.44561, 1.35263)
H (-0.31518, -1.38303, -1.08382)
H (-0.36050, -1.92561, 0.59338)
H (1.92266, -1.33004, 0.98021)
H (2.03351, -1.67089, -0.69600)
H (1.41664, 2.00287, 0.57646)
H (1.54043, 2.11027, -1.16753)

Properties
energy: -309.725499 hartree
total charge: 0
F_max: 0.007 hartree/bohr
HOMO level: -8.38 eV

# 5
Here is one molecule with the formula C2H2O3S from the Open Molecules 2025 dataset. Energies are from ωB97M-V/def2-TZVPD.

Atoms and positions in Å:
O (-2.61449, -0.83760, -0.52039)
S (-1.45931, 0.02568, -0.50271)
O (-1.54419, 1.33113, 0.05763)
C (0.00357, -0.85835, 0.52430)
C (1.56118, 0.12627, 0.06675)
O (1.09622, -1.24545, -0.05636)
H (1.13758, 0.94052, -0.68123)
H (1.81943, 0.51780, 1.11201)

Properties
energy: -701.085505 hartree
total charge: 0
F_max: 0.094 hartree/bohr
HOMO level: -9.74 eV

# 6
Here is a 3-piece molecular cluster, C4H13O3S overall from the Open Molecules 2025 dataset. Energies are from ωB97M-V/def2-TZVPD.

Atoms and positions in Å:
C (1.07419, 1.40026, 1.45355)
O (1.11317, 1.42637, 2.77971)
C (1.32339, -0.07141, 0.81191)
C (0.53944, -0.21559, -0.52188)
C (0.73244, -1.42363, -1.36728)
S (-0.28036, -1.68128, -2.77776)
H (1.82116, 2.03491, 0.89490)
H (0.02220, 1.71779, 1.18221)
H (2.41243, -0.23486, 0.72983)
H (0.71026, -0.72754, 1.44801)
H (-0.49141, -0.32671, -0.12613)
H (0.56604, 0.72598, -1.07903)
H (0.69726, -2.33321, -0.79120)
H (1.76341, -1.35284, -1.74793)
H (-0.81242, -0.59875, -3.34948)
H (-2.67521, -0.77945, 1.01208)
H (-2.04527, -2.07942, 0.52849)
O (-2.89493, -1.65380, 0.67267)
H (-1.20247, 1.69278, 0.77020)
H (-0.76840, 2.26287, -0.50101)
O (-1.60490, 2.21751, -0.02185)

Properties
energy: -784.047204 hartree
total charge: -1
F_max: 0.059 hartree/bohr
HOMO level: -2.93 eV